#A
Computed, not measured: a cluster of 2 separate species, C2H2N2OS2 in total, with ωB97M-V with the def2-TZVPD basis set.

Positions of all 9 atoms, in Å:
C1 -0.48 -0.85 0.01
C2 -1.29 1.24 0.06
N1 0.86 -0.72 -0.05
N2 1.45 0.16 0.72
O1 -2.25 0.99 0.64
S1 -1.56 -1.97 0.31
S2 -0.18 1.74 -0.87
H1 1.17 -0.92 -1.04
H2 2.28 0.32 0.23

Summary:
HOMO-LUMO gap (alpha / beta), eV: 6.8 / 7.3
Spin multiplicity: 1
LUMO energy (alpha / beta), eV: -1.04 / -1.04
Total charge: 0

---

#B
Computed, not measured: an isolated molecule of C2H2N2OS2, with ωB97M-V with the def2-TZVPD basis set.

Positions of all 9 atoms, in Å:
O1 -2.09 1.00 -1.31
S1 -0.96 0.11 -1.59
C1 0.37 1.32 -0.94
N1 0.77 0.99 0.29
N2 0.85 -0.23 0.97
C2 0.26 -1.33 0.78
S2 -1.10 -1.68 -0.29
H1 1.14 1.84 0.68
H2 0.76 -2.03 1.40

Summary:
HOMO-LUMO gap, eV: 8.7
SMILES: O=S1#CNN=CS1
Spin multiplicity: 1
LUMO energy, eV: -0.64
Total charge: 0

---

#A is preferred energetically. Next in line: 26.2 kJ/mol higher.

---

#A
Computed, not measured: the ion C5H7N2S with charge -1, with ωB97M-V with the def2-TZVPD basis set.

Positions of all 15 atoms, in Å:
C1 -2.34 -0.79 -1.22
N1 -2.17 -0.04 -0.21
C2 -0.98 0.23 0.24
N2 -0.94 1.00 1.46
C3 0.23 -0.27 -0.22
C4 1.42 -0.08 0.48
C5 2.78 -0.16 0.12
S1 4.51 0.26 0.08
H1 -1.72 -1.45 -1.85
H2 -3.52 -0.91 -1.42
H3 -0.15 1.15 2.01
H4 -1.31 1.94 1.26
H5 0.24 -0.66 -1.30
H6 1.15 0.40 1.41
H7 2.80 -0.62 -0.83

Summary:
HOMO-LUMO gap (alpha / beta), eV: 6.1 / 6.1
SMILES: C=N/C(N)=C/C=C/[S-]
Spin multiplicity: 1
LUMO energy (alpha / beta), eV: 3.42 / 3.35
Total charge: -1

---

#B
Computed, not measured: a structure of composition C5H7N2S, with ωB97M-V with the def2-TZVPD basis set.

Positions of all 15 atoms, in Å:
C1 0.60 -0.26 -0.05
C2 0.55 1.17 -0.02
C3 -0.73 -0.82 -0.07
C4 1.86 2.04 0.05
C5 -1.07 -2.29 -0.01
N1 -0.63 1.66 -0.14
N2 -1.68 0.13 0.03
S1 -3.30 0.33 0.02
H1 1.43 -0.76 0.16
H2 2.76 1.31 0.28
H3 1.95 2.45 -0.86
H4 1.70 2.76 0.74
H5 -0.54 -2.78 -0.73
H6 -0.74 -2.62 0.90
H7 -2.14 -2.32 -0.33

Summary:
HOMO-LUMO gap, eV: 6.1
Spin multiplicity: 1
LUMO energy, eV: 3.91
Total charge: -1

---

#C
Computed, not measured: the ion C5H7N2S with charge -1, with ωB97M-V with the def2-TZVPD basis set.

Positions of all 15 atoms, in Å:
C1 2.40 -1.25 -0.06
C2 2.42 -0.01 -0.57
C3 0.21 0.18 -0.42
C4 -2.26 0.51 0.28
C5 -0.95 1.08 -0.17
N1 1.28 -1.82 0.46
N2 0.19 -0.99 0.34
S1 3.37 1.06 -1.25
H1 3.35 -1.85 -0.13
H2 -3.05 1.07 -0.06
H3 -2.20 0.37 1.35
H4 -2.43 -0.51 -0.15
H5 -0.60 1.68 0.66
H6 -1.06 1.74 -1.04
H7 -0.67 -1.25 0.76

Summary:
HOMO-LUMO gap (alpha / beta), eV: 5.2 / 5.2
Spin multiplicity: 1
LUMO energy (alpha / beta), eV: 3.54 / 3.54
Total charge: -1

---

#B is preferred energetically. Next in line: 34.2 kJ/mol higher.